C3H2FeO2 as an isolated structure at a distorted geometry. Source: the OMol25 dataset; level of theory: wB97M-V/def2-TZVPD.

## Properties
Relative energy (zero: lowest compared OMol25 entry of this formula, charge and spin)   29.7 kcal per mole
E   -1528.04679 a.u.
<S²>   8.81
Kohn-Sham gap (alpha / beta)   11.538 / 6.943 eV
Net charge   +3
2S+1   6

Geometry as XYZ:
```
8
C3H2FeO2, DFT wB97M-V/def2-TZVPD
Fe -1.60 -2.28 1.00
O 1.78 -0.05 0.10
O 0.83 1.83 -0.67
C -1.07 -0.51 0.31
C -1.37 0.61 -0.12
C 1.70 0.99 -0.40
H 0.96 2.78 -0.43
H -1.88 1.54 -0.34
```